ORCA calculation (the ωB97M-V functional and the def2-TZVPD basis) on 2 unconnected molecules or ions with the total composition C8H16OSi at a distorted geometry.

calculated total energy	-18478.3013	eV
lowest unoccupied orbital energy	0.7	eV
HOMO level	-7.4223	eV
multiplicity	1
largest force on an atom	1.7	eV Å⁻¹
Kohn-Sham gap	8.107	eV
structure (SMILES)	C=C/[Si](=C\C)OC.C=CC

XYZ file:
```
26
Properties=species:S:1:pos:R:3:mulliken_charge:R:1
C -2.624 0.187 -1.049 -0.48
C -2.090 0.584 0.095 -0.32
Si -0.807 -0.381 1.043 0.26
C 0.185 -1.784 0.682 -0.25
C 0.231 -2.525 -0.632 -1.05
O -0.868 0.396 2.473 -0.27
C -0.376 0.009 3.712 -0.62
H -3.371 0.768 -1.570 0.26
H -2.333 -0.736 -1.520 0.23
H -2.425 1.522 0.528 0.35
H 0.796 -2.232 1.460 0.25
H -0.264 -3.495 -0.553 0.31
H -0.251 -1.956 -1.421 0.21
H 1.264 -2.709 -0.931 0.30
H 0.116 0.863 4.182 0.24
H 0.337 -0.813 3.629 0.29
H -1.209 -0.315 4.343 0.25
C 0.852 0.540 -2.960 -0.91
C 0.913 0.871 -1.684 0.34
C 2.178 1.087 -0.924 -1.13
H -0.088 0.411 -3.464 0.29
H 1.741 0.376 -3.547 0.26
H 0.002 1.048 -1.135 0.29
H 3.042 1.016 -1.579 0.39
H 2.171 2.069 -0.451 0.28
H 2.264 0.340 -0.135 0.23
```

---

ORCA calculation (the ωB97M-V functional and the def2-TZVPD basis) on C8H16Si in the gas phase at a distorted geometry.

calculated total energy	-16431.1365	eV
lowest unoccupied orbital energy	1.0	eV
HOMO level	-8.9213	eV
multiplicity	1
largest force on an atom	4.1	eV Å⁻¹
Kohn-Sham gap	9.881	eV
structure (SMILES)	C=C/C(=C/C)[Si](C)(C)C

XYZ file:
```
25
Properties=species:S:1:pos:R:3:mulliken_charge:R:1
C 2.090 1.067 1.685 -0.90
C 1.962 1.049 0.356 -0.59
C 1.069 -0.032 -0.183 0.17
C 1.609 -1.199 -0.642 0.20
C 0.862 -2.304 -1.207 -1.15
Si -0.797 0.273 -0.048 0.61
C -1.229 1.810 -1.013 -1.08
C -0.952 0.439 1.922 -1.49
C -2.076 -0.895 -0.750 -1.07
H 2.511 1.892 2.243 0.26
H 1.500 0.516 2.332 0.39
H 2.568 1.722 -0.224 0.40
H 2.722 -1.360 -0.785 0.28
H 0.683 -3.097 -0.476 0.26
H -0.186 -2.045 -1.527 0.19
H 1.487 -2.683 -1.987 0.40
H -2.190 2.350 -0.777 0.31
H -0.548 2.685 -0.872 0.35
H -1.127 1.572 -2.176 0.27
H -1.857 0.933 2.202 0.39
H -0.942 -0.563 2.246 0.33
H -0.326 1.101 2.376 0.53
H -2.122 -0.573 -1.847 0.25
H -1.764 -1.993 -0.682 0.36
H -2.949 -0.664 -0.167 0.33
```

---

ORCA calculation (the ωB97M-V functional and the def2-TZVPD basis) on C8H16Si2 in the gas phase at a distorted geometry.

calculated total energy	-24308.0293	eV
lowest unoccupied orbital energy	0.7	eV
HOMO level	-8.1275	eV
multiplicity	1
largest force on an atom	3.5	eV Å⁻¹
Kohn-Sham gap	8.836	eV
structure (SMILES)	CC1=C[SiH2][C@](C)([SiH3])C(C)=C1

XYZ file:
```
26
Properties=species:S:1:pos:R:3:mulliken_charge:R:1
C -3.421 0.545 0.032 -1.64
C -2.034 -0.052 -0.102 0.93
C -1.818 -1.371 -0.209 -0.67
Si -0.137 -2.033 -0.584 0.25
C 1.023 -0.496 -0.126 1.18
C 2.095 -0.553 -1.238 -1.88
Si 1.815 -0.476 1.677 0.44
C 0.290 0.793 -0.050 0.05
C 1.099 2.154 0.088 -1.93
C -1.021 0.967 -0.040 -0.36
H -3.565 1.060 -0.899 0.35
H -3.559 1.299 0.759 0.39
H -4.060 -0.292 0.264 0.39
H -2.742 -1.931 -0.029 0.27
H 0.403 -2.320 -1.888 -0.17
H 0.260 -3.351 0.196 -0.11
H 1.749 -0.331 -2.197 0.38
H 2.482 -1.569 -1.146 0.49
H 2.789 0.153 -0.814 0.53
H 2.169 -1.866 1.953 -0.21
H 0.753 -0.073 2.643 -0.09
H 3.097 0.403 1.492 -0.09
H 1.147 2.378 1.100 0.45
H 0.584 2.958 -0.441 0.44
H 2.068 1.993 -0.249 0.45
H -1.464 2.012 -0.192 0.14
```

---

ORCA calculation (the ωB97M-V functional and the def2-TZVPD basis) on a molecular structure, C8H17ClINO3PYb at a distorted geometry.

calculated total energy	-77633.4698	eV
lowest unoccupied orbital energy (alpha / beta)	-7.1 / -8.7	eV
HOMO level (alpha / beta)	-15.2675 / -15.2658	eV
total charge	+2
multiplicity	2
largest force on an atom	3.9	eV Å⁻¹
Kohn-Sham gap (alpha / beta)	8.172 / 6.601	eV

XYZ file:
```
33
Properties=species:S:1:pos:R:3:mulliken_charge:R:1
C -3.475 2.284 -4.991 -1.11
C -2.886 1.727 -3.757 0.79
H -4.287 1.723 -5.470 0.32
H -2.653 2.383 -5.705 0.39
H -3.825 3.288 -4.748 0.40
O -3.133 0.668 -3.181 -0.54
I -1.411 3.200 -3.040 0.25
Yb -1.198 0.826 -1.259 0.84
P 1.414 -0.802 -1.530 0.93
C 1.710 -2.591 -1.581 -1.45
C 0.983 -0.574 -3.311 -1.29
H 3.224 0.777 -1.288 0.34
H 3.782 -0.702 -2.127 0.43
H 3.511 -0.692 -0.371 0.39
C 3.149 -0.307 -1.331 -1.26
H 0.741 0.473 -3.536 0.45
H 1.837 -0.885 -3.925 0.42
H 2.476 -2.841 -2.329 0.42
H 0.803 -3.170 -1.792 0.42
H 0.112 -1.184 -3.603 0.39
H 2.070 -2.910 -0.594 0.43
C -0.917 -1.669 -0.286 0.15
O -0.924 -2.647 0.328 -0.09
Cl 0.877 2.129 -0.667 -0.42
C -2.202 1.573 3.212 -1.17
C -1.380 1.150 2.028 0.91
N -0.125 0.781 2.348 -0.20
O -1.836 1.128 0.841 -0.49
H -1.679 1.513 4.180 0.36
H -3.082 0.945 3.336 0.31
H -2.568 2.599 3.156 0.31
H 0.518 0.515 1.611 0.09
H 0.216 0.783 3.318 0.27
```

---

Values of energy relative to the best compared isomer or geometry (same formula, charge and spin), in order: 54.2; 56.2; 0.0; 0.0, all in kcal/mol.